No. 1
A structure of composition C17H51AlO9 in a non-equilibrium geometry. Source: the Open Molecules 2025 dataset; level of theory: ωB97M-V/def2-TZVPD.

Geometry as XYZ:
```
78
Properties=species:S:1:pos:R:3:forces:R:3:mulliken_charge:R:1
Al 1.36588 3.85692 -0.17024 -0.597 -0.378 0.244 1.01
C 0.15165 -0.01430 -0.98913 0.102 0.530 1.102 0.74
O 0.82204 0.93635 -0.34465 -0.436 -0.771 -0.311 -0.20
H -0.83342 0.32502 -1.35464 -0.162 0.377 -0.508 -0.23
H 0.66948 -0.34261 -1.92830 -0.003 0.063 -0.387 0.23
H 0.07207 -0.97261 -0.44445 0.322 -0.156 0.129 -0.29
C -0.68101 2.68634 4.52839 0.697 -0.700 0.383 -1.01
C 0.59562 3.01220 3.74100 -1.359 1.254 -0.146 -0.28
O 0.41022 2.61476 2.36106 0.638 -0.457 -0.023 -0.21
H -1.60522 2.88167 3.99047 0.158 0.131 -0.281 0.20
H -0.71906 3.24918 5.46184 0.133 -0.011 -0.007 0.39
H -0.64313 1.62482 4.79163 -0.292 0.027 0.061 0.29
H 1.49938 2.61379 4.19604 0.004 -0.209 -0.129 0.32
H 0.66667 4.09970 3.69479 0.335 -0.036 -0.029 0.31
H 0.41917 1.64829 2.36952 -0.049 0.027 -0.115 0.02
C -0.23363 -3.44922 2.32948 -0.814 0.333 -0.341 -1.18
C -0.55288 -1.93852 2.40463 1.176 -0.809 0.346 0.63
O -1.92296 -1.62671 2.39737 -0.508 0.255 -0.032 -0.44
H 0.55506 -3.67451 1.61612 0.156 0.009 0.207 0.17
H -1.13131 -3.93931 1.94492 0.077 -0.211 0.121 0.39
H 0.01482 -3.83452 3.31434 0.007 -0.186 -0.067 0.35
H -0.09923 -1.44197 1.54237 -0.207 0.143 0.008 -0.67
H -0.03898 -1.58444 3.30416 -0.245 0.502 -0.124 0.46
H -2.32232 -1.82788 3.25389 0.116 -0.038 -0.079 0.26
C -2.94712 3.55759 -3.59185 -0.028 -0.533 -0.655 -1.01
C -1.48766 3.06447 -3.71634 -1.325 0.563 -0.319 -0.16
O -0.65049 3.72139 -2.75838 0.467 -0.413 0.308 -0.40
H -3.52673 2.84021 -3.00975 0.014 0.367 0.455 0.14
H -3.45634 3.52527 -4.55933 0.280 0.098 -0.119 0.39
H -3.03591 4.57754 -3.22791 0.104 -0.058 0.216 0.30
H -1.10244 3.25292 -4.71713 0.021 -0.053 -0.009 0.52
H -1.56272 1.98296 -3.57518 0.712 -0.067 0.203 0.03
H 0.03239 4.18004 -3.25532 -0.051 0.074 -0.022 0.28
C 5.26426 0.25753 -1.64578 -0.076 -0.538 -0.357 -0.75
C 4.20053 1.16632 -2.25983 0.996 -0.356 0.017 -0.28
O 3.35083 1.79864 -1.30821 -0.337 0.453 -0.041 -0.33
H 6.20078 0.69790 -1.30449 -0.276 0.615 -0.079 0.32
H 5.54714 -0.40887 -2.46589 0.093 -0.269 0.284 0.35
H 4.90688 -0.32825 -0.79497 -0.237 -0.124 -0.199 0.07
H 3.58829 0.60500 -2.97360 -0.091 -0.121 0.085 0.27
H 4.73948 1.88817 -2.87520 -0.411 0.502 0.223 0.31
H 2.66077 1.16251 -1.07448 0.177 0.011 0.258 0.11
C 3.68381 -1.85975 2.69554 0.222 -0.266 0.310 -1.52
C 2.82035 -1.52543 1.51056 0.637 0.733 0.277 1.40
O 2.13439 -0.32836 1.92090 -0.243 -0.356 -0.775 -0.36
H 4.34101 -1.02101 2.92728 -0.067 0.103 -0.190 0.35
H 4.33705 -2.71708 2.53916 -0.251 -0.160 -0.040 0.41
H 3.06407 -2.00007 3.58208 0.026 -0.268 -0.039 0.33
H 2.14584 -2.31583 1.16016 -0.335 -0.041 0.420 -0.32
H 3.44951 -1.34867 0.62574 -0.022 0.385 -0.007 -0.36
H 1.67418 0.06209 1.16500 0.151 0.095 -0.113 0.22
C -3.47517 -1.27834 -2.04176 0.326 -0.275 0.835 -1.36
C -2.90944 -1.29696 -0.63706 -2.521 -0.677 0.578 1.40
O -3.93287 -1.03979 0.31920 1.010 0.940 -0.579 -0.50
H -2.61755 -1.28593 -2.71407 -0.344 -0.137 -0.440 0.36
H -4.13695 -0.43100 -2.21118 0.266 0.249 0.018 0.35
H -4.10552 -2.16264 -2.14531 0.211 -0.111 -0.337 0.38
H -2.11425 -0.53715 -0.47735 0.568 -0.126 0.064 -0.89
H -2.61611 -2.30813 -0.28344 1.150 0.278 -0.596 0.29
H -3.39365 -0.88529 1.11463 -0.528 -0.389 0.554 0.28
C -3.22508 2.07243 0.94956 0.349 -0.185 -0.424 -1.15
C -2.50294 2.89887 -0.10777 -0.303 0.414 -0.231 0.68
O -1.58285 3.83580 0.46172 0.130 -0.144 0.201 -0.47
H -4.03040 1.46735 0.52924 -0.051 0.157 -0.193 0.33
H -3.66959 2.71271 1.71141 0.074 -0.013 0.082 0.56
H -2.52725 1.36291 1.40151 0.052 0.166 0.313 0.08
H -3.19365 3.48654 -0.72120 -0.170 -0.268 0.050 0.27
H -1.91427 2.30272 -0.80805 -0.038 -0.162 0.056 -0.54
H -2.07079 4.25630 1.18377 0.410 0.141 -0.016 0.28
C 0.81227 -3.80212 -1.41842 -0.293 0.110 1.060 -0.32
C 0.79648 -5.02574 -2.29878 0.372 -0.740 -0.446 -0.55
O 0.39876 -6.18863 -1.55170 0.330 0.705 -0.317 -0.50
H 1.13579 -4.08247 -0.41027 -0.126 -0.254 -0.113 0.17
H -0.20399 -3.40678 -1.31932 0.016 0.123 0.047 -0.03
H 1.49449 -2.98591 -1.66654 -0.027 -0.143 -0.727 0.34
H 1.78434 -5.24511 -2.72063 0.014 0.361 0.034 0.38
H 0.11512 -4.91778 -3.15319 0.045 0.220 0.096 0.26
H 0.85398 -6.90552 -2.00840 -0.318 -0.304 0.319 0.33
```
Forces are in eV/Å.

## Properties
HOMO: -14.74 eV
Energy above the lowest of the compared OMol25 structures with the same formula, charge and spin: 0.00 kJ/mol
Multiplicity: 1
Total charge: +2
HOMO-LUMO gap: 2.357 eV

No. 2
A structure of composition C16H46N3O8PdZn in a non-equilibrium geometry. Source: the Open Molecules 2025 dataset; level of theory: ωB97M-V/def2-TZVPD.

Geometry as XYZ:
```
75
Properties=species:S:1:pos:R:3:forces:R:3:mulliken_charge:R:1
Zn -0.97977 -0.44651 1.04376 -0.079 -0.765 -0.259 -0.35
Pd 1.90397 0.90998 -1.25574 1.526 -0.129 1.267 0.05
O 0.60815 0.39830 0.34440 1.101 0.817 0.196 0.88
H 1.28092 0.33712 1.05021 -0.445 0.121 -0.532 0.00
C -0.97865 -4.64308 0.07436 -0.634 -1.019 0.512 -1.49
C -1.48501 -3.23221 0.28749 -0.301 -1.434 1.148 0.25
C -2.21530 -3.06376 1.65567 1.040 -0.267 -2.343 -0.93
O -2.56716 -1.70690 1.63857 -1.654 1.628 0.858 0.00
C -3.67351 -1.37709 2.50525 -0.750 0.533 0.754 -1.04
N -0.36273 -2.27071 0.25670 -0.553 -1.250 -0.484 -0.23
H -0.57172 -5.09193 0.98047 0.650 0.265 0.014 0.40
H -0.31607 -4.75782 -0.78349 0.193 0.151 0.122 0.41
H -1.80320 -5.33109 -0.11240 -0.262 0.147 -0.265 0.44
H -2.14886 -3.07834 -0.56323 -0.295 0.745 0.205 0.02
H -1.50655 -3.14495 2.47980 -0.240 -1.030 0.174 0.38
H -3.07951 -3.72556 1.59859 0.024 0.022 0.802 0.54
H -3.82928 -2.09313 3.31217 0.214 -0.350 -0.293 0.48
H -4.61504 -1.24560 1.97202 0.082 -0.527 -0.452 0.26
H -3.57913 -0.42490 3.02728 0.823 0.129 -0.239 0.28
H -0.01148 -2.53436 -0.65281 0.779 0.865 -0.439 0.43
H 0.29787 -2.70230 0.88713 0.525 0.056 0.326 0.34
C -2.64707 2.47395 -0.74166 -0.783 -1.450 -0.406 -1.17
C -3.15318 1.00465 -0.73839 -2.893 1.279 3.213 -0.18
C -4.09973 0.61396 -1.92242 -0.381 0.411 1.157 -0.84
O -4.47842 -0.79944 -1.78263 -0.093 2.334 -0.380 -0.05
C -5.83773 -1.08340 -1.95442 0.168 -2.705 -0.125 -0.60
N -2.11142 0.05670 -0.57294 0.973 0.380 -3.619 0.35
H -1.96624 2.53972 -1.59033 -0.070 0.793 -0.142 0.46
H -2.11437 2.67230 0.18839 0.089 -0.134 -0.279 0.19
H -3.52901 3.11424 -0.75956 0.347 0.352 -0.457 0.46
H -3.61814 0.89125 0.24092 -1.597 0.319 -0.328 0.29
H -3.51291 0.77624 -2.82652 0.069 -0.651 -0.508 0.34
H -4.99984 1.22557 -1.98440 0.005 -0.069 0.071 0.58
H -6.58651 -0.63811 -1.29933 0.256 0.912 0.352 0.39
H -5.88988 -2.16826 -1.86248 -0.148 0.022 0.237 0.32
H -6.14417 -0.90106 -2.98444 -0.008 0.751 -0.644 0.41
H -2.40096 -0.66802 -1.21407 0.417 -1.375 0.556 0.32
H -1.58150 0.60202 -1.23771 2.564 -0.702 -0.102 0.26
C 5.16256 -2.04276 -0.64680 1.062 1.485 -1.416 -1.42
C 4.52500 -0.66216 -0.80511 -0.318 0.731 1.122 0.12
C 4.79996 0.19216 -2.05984 0.744 -1.613 -0.677 -0.79
O 3.81410 1.20179 -2.34876 -0.403 -2.843 2.695 -0.12
C 4.25196 2.26188 -3.06529 0.320 2.305 -2.289 -0.83
N 3.09908 -0.88592 -0.61522 -1.732 -0.202 -0.737 -0.23
H 6.23070 -1.83969 -0.72389 0.216 -0.734 0.101 0.38
H 4.83937 -2.59790 -1.52742 0.218 -0.566 0.190 0.46
H 4.93719 -2.53458 0.29947 -0.067 0.149 -0.113 0.43
H 4.79291 -0.03621 0.04607 0.276 0.062 0.087 0.22
H 4.87297 -0.41740 -2.96050 -0.230 -0.372 -0.086 0.47
H 5.82468 0.54722 -1.95037 -0.184 0.838 0.107 0.47
H 5.01651 2.87552 -2.58883 -0.112 -0.038 0.387 0.35
H 3.34127 2.82356 -3.27325 0.330 0.480 -0.079 0.19
H 4.65058 1.95577 -4.03250 0.083 -0.135 -0.113 0.38
H 2.84257 -1.69387 -1.16432 -0.152 -0.122 -1.079 0.23
H 2.97481 -1.35258 0.27184 -0.098 0.665 0.867 0.25
C -0.60331 1.48502 3.06040 2.011 -1.502 0.374 0.11
C -0.16416 0.15392 3.74881 -0.612 1.181 1.461 -0.79
O 0.18552 -0.86465 2.85760 -0.177 -0.625 -1.336 -0.27
O -1.62335 1.22445 2.06323 -0.058 0.641 1.663 -0.68
H 0.23956 1.87215 2.48787 0.100 0.323 0.275 -0.45
H -0.88369 2.16381 3.86584 -0.379 0.088 -0.313 0.67
H -0.98146 -0.18037 4.38785 -0.178 -0.132 -0.054 0.27
H 0.69832 0.24442 4.40915 -0.207 0.970 0.156 0.58
H 1.00557 -1.27425 3.14282 0.013 -0.208 -0.023 0.32
H -2.14989 2.02525 2.11877 -0.670 -0.136 -0.422 0.41
C 2.06431 4.02239 -0.71893 -0.092 0.342 0.164 -0.55
C 2.52681 3.40340 0.62102 -1.561 0.498 -1.121 -0.17
O 3.22715 2.18232 0.39169 -0.164 0.016 -0.622 -0.17
O 1.29504 3.04084 -1.52679 0.892 0.342 0.588 -0.30
H 2.89562 4.51061 -1.22751 0.227 -0.828 -0.637 0.33
H 1.37361 4.85934 -0.61629 -0.021 -0.067 0.852 0.55
H 1.60627 3.14544 1.14462 0.079 0.228 0.506 -0.20
H 3.13867 4.13127 1.15388 -0.100 -0.056 0.041 0.59
H 3.80363 2.04215 1.14642 0.286 -0.323 0.064 0.28
H 0.67282 3.52994 -2.07014 -0.002 -0.011 -0.250 0.24
```
Forces are in eV/Å.

## Properties
HOMO (alpha / beta): -20.09 / -20.32 eV
Multiplicity: 4
Total charge: +4
⟨S²⟩: 3.7577
HOMO-LUMO gap (alpha / beta): 9.538 / 4.056 eV

No. 3
An isolated molecule of C7H10O in a non-equilibrium geometry. Source: the Open Molecules 2025 dataset; level of theory: ωB97M-V/def2-TZVPD.

Geometry as XYZ:
```
18
Properties=species:S:1:pos:R:3:forces:R:3:mulliken_charge:R:1
C -2.15730 2.27718 0.37769 0.556 -1.732 -0.020 -0.16
C -1.85310 1.12559 0.24775 -0.100 -1.499 -1.579 -0.85
C -1.56223 -0.27498 -0.17579 4.817 1.147 -0.379 1.19
C -2.01760 -1.24705 0.83410 -2.034 0.354 1.500 -1.27
O -1.85277 -0.60527 -1.49970 2.030 0.036 -0.108 -0.50
C 0.24346 -0.38012 -0.15204 -2.920 1.305 -0.545 -0.51
C 1.05455 0.59862 -0.56881 -1.951 0.200 -1.272 0.15
C 2.50481 0.56354 -0.90640 -0.196 0.146 -2.210 -1.27
H -2.63765 3.00177 0.89275 -0.938 2.437 0.809 0.44
H -1.58429 -2.27677 0.76347 -0.702 0.934 -0.201 0.32
H -3.18150 -1.15053 0.81760 1.850 -0.950 0.158 0.32
H -1.72250 -0.76842 1.79348 -0.165 -0.750 -0.265 0.36
H -2.74434 -0.60699 -1.76752 -1.951 0.203 0.129 0.32
H 0.44523 -1.39098 0.11861 0.757 -0.466 0.323 0.29
H 0.53142 1.49100 -1.05710 0.562 -1.027 1.191 0.21
H 2.66376 0.03209 -1.88779 -0.378 0.526 0.697 0.25
H 3.16302 0.07878 -0.27100 0.919 -1.126 1.737 0.39
H 2.92086 1.55447 -1.05564 -0.156 0.262 0.035 0.33
```
Forces are in eV/Å.

## Properties
HOMO: -9.34 eV
SMILES: C#C[C@@](C)(O)/C=C/C
Energy above the lowest of the compared OMol25 structures with the same formula, charge and spin: 423.66 kJ/mol
Multiplicity: 1
Total charge: 0
HOMO-LUMO gap: 10.265 eV

Number 1: total energy -1596.9665 hartree. Number 2: total energy -3308.9508 hartree. Number 3: total energy -347.8018 hartree.